ORCA calculation (wB97M-V/def2-TZVPD) on a molecular structure, C23H43N2O2P3Ru in a non-equilibrium geometry.

Last column: Mulliken charge in e.
Element x y z (Å)
Ru -0.786 0.204 -0.712  -1.60
P 1.784 -2.131 1.459  0.71
P 0.890 1.717 -0.344  1.56
P -0.474 -2.070 0.278  1.69
H -0.560 2.460 -2.525  0.28
C -0.671 1.648 -3.260  -1.22
C -1.229 0.397 -2.639  0.12
H -2.011 0.725 -1.786  0.44
C 3.244 -2.310 0.397  -1.19
C 2.098 -0.782 2.624  -1.17
C 1.924 -3.621 2.509  -1.36
C 0.983 3.413 -1.081  -1.66
C 1.246 2.234 1.391  -1.26
C 2.470 1.031 -0.976  -0.94
C -2.171 -1.682 -0.491  -1.59
C -1.200 -3.121 1.651  -1.35
C 0.124 -3.469 -0.775  -1.49
H -1.467 2.013 -3.943  0.62
H -1.940 -0.051 -3.356  0.88
H 4.097 -2.507 1.058  0.46
H 3.454 -1.420 -0.197  0.44
H 3.110 -3.164 -0.277  0.43
H 2.782 -1.151 3.401  0.57
H 1.158 -0.468 3.102  0.30
H 2.556 0.077 2.116  0.25
H 2.902 -3.562 3.007  0.52
H 1.888 -4.529 1.891  0.41
H 1.131 -3.658 3.268  0.47
H 1.680 4.029 -0.493  0.52
H -0.004 3.890 -1.039  0.47
H 1.340 3.382 -2.122  0.40
H 2.325 2.264 1.605  0.53
H 0.764 1.548 2.092  0.08
H 0.834 3.236 1.572  0.49
H 2.514 1.123 -2.072  0.39
H 2.482 -0.028 -0.695  -0.46
H 3.326 1.562 -0.529  0.58
H -2.892 -1.885 0.307  0.72
H -2.365 -2.318 -1.354  0.74
H -2.410 -0.620 -0.746  0.07
H -2.172 -3.480 1.291  0.57
H -1.359 -2.545 2.570  0.36
H -0.572 -3.992 1.874  0.53
H -0.712 -3.802 -1.398  0.52
H 0.462 -4.316 -0.168  0.48
H 0.941 -3.131 -1.423  0.35
C 0.540 1.557 -4.208  0.32
C 1.161 0.483 -4.845  -0.48
C 0.754 -0.817 -5.224  -0.79
C 0.086 -1.837 -4.541  -0.56
C -0.356 -1.791 -3.234  -1.11
C -0.085 -0.630 -2.425  0.67
O 1.120 2.749 -4.578  -0.48
H 0.559 3.466 -4.360  0.48
H 2.076 0.797 -5.378  0.56
H 1.147 -1.094 -6.210  0.40
H -0.073 -2.779 -5.074  0.52
H -1.039 -2.551 -2.855  0.28
H 0.922 -0.246 -2.589  0.63
N -2.848 2.510 5.873  -0.29
C -3.103 3.100 4.664  0.45
O -3.749 4.138 4.570  -0.21
C -2.588 2.371 3.466  1.10
C -2.095 1.060 3.504  -0.78
C -1.659 0.442 2.329  -0.87
N -1.719 1.049 1.122  0.42
C -2.184 2.323 1.078  -0.63
C -2.618 3.004 2.216  -1.09
H -3.154 3.020 6.684  0.27
H -2.130 1.815 5.995  0.19
H -2.043 0.480 4.424  0.31
H -1.263 -0.580 2.334  0.11
H -2.196 2.795 0.090  0.50
H -2.974 4.028 2.110  0.44

Values from the calculation:
- HOMO energy (alpha / beta) (eV) = -13.640 / -16.817
- 2S+1 = 6
- LUMO (alpha / beta) (eV) = -8.81 / -11.56
- net charge = +3
- ⟨S²⟩ = 8.82

---

ORCA calculation (wB97M-V/def2-TZVPD) on a molecular structure, C23H43N2O2P3Y in a non-equilibrium geometry.

Last column: Mulliken charge in e.
Element x y z (Å)
Y 0.038 -0.055 -0.436  0.15
P 0.598 -2.730 -1.353  1.09
P 2.621 -0.397 1.172  1.19
P -2.963 0.125 -0.589  1.07
H 2.411 4.609 0.173  0.33
C 1.330 4.739 0.243  -0.59
C 0.664 4.577 1.390  -0.51
H 1.152 4.204 2.299  0.32
C 1.678 -2.802 -2.837  -1.37
C 1.524 -3.917 -0.283  -1.20
C -0.733 -3.858 -1.924  -1.31
C 2.528 1.354 1.515  -0.86
C 3.063 -1.266 2.663  -1.27
C 3.824 -0.603 -0.139  -1.13
C -3.253 1.833 0.035  -1.27
C -4.278 -0.787 0.302  -1.38
C -3.723 0.315 -2.245  -1.18
H 0.820 5.042 -0.679  0.26
H -0.419 4.734 1.452  0.27
H 1.685 -3.825 -3.239  0.47
H 2.705 -2.509 -2.589  0.36
H 1.292 -2.121 -3.607  0.43
H 1.640 -4.878 -0.809  0.43
H 0.967 -4.089 0.649  0.37
H 2.521 -3.530 -0.029  0.37
H -0.309 -4.662 -2.545  0.48
H -1.463 -3.296 -2.523  0.39
H -1.255 -4.307 -1.068  0.40
H 3.556 1.742 1.420  0.54
H 2.177 1.540 2.548  0.05
H 1.895 1.918 0.807  0.30
H 4.120 -1.557 2.617  0.48
H 2.437 -2.165 2.750  0.40
H 2.876 -0.627 3.536  0.38
H 4.799 -0.786 0.331  0.49
H 3.883 0.323 -0.727  0.45
H 3.564 -1.438 -0.801  0.21
H -4.187 2.225 -0.391  0.46
H -2.423 2.488 -0.262  0.22
H -3.321 1.823 1.130  0.37
H -5.278 -0.437 0.011  0.43
H -4.145 -0.661 1.383  0.39
H -4.186 -1.855 0.067  0.38
H -4.617 0.948 -2.173  0.47
H -3.994 -0.670 -2.642  0.41
H -3.006 0.783 -2.929  0.22
C -0.305 1.751 -3.127  0.47
C 0.614 1.013 -3.922  -0.46
C 0.456 1.013 -5.305  -0.60
C -0.490 1.856 -5.895  -0.67
C -1.203 2.774 -5.105  -0.26
C -1.079 2.773 -3.724  -0.65
O -0.539 1.386 -1.857  -0.33
H 1.343 -1.115 0.892  -0.11
H 1.387 0.401 -3.436  0.41
H 1.058 0.345 -5.919  0.41
H -0.645 1.838 -6.970  0.42
H -1.886 3.500 -5.584  0.39
H -1.622 3.462 -3.066  0.39
N 0.410 0.589 6.350  -0.40
C 0.581 0.803 5.014  0.46
O 1.447 1.569 4.573  -0.63
C -0.269 -0.027 4.108  0.46
C -0.747 -1.297 4.461  -0.48
C -1.263 -2.110 3.461  -1.26
C -1.255 -1.672 2.135  -0.31
N -0.799 -0.437 1.778  0.58
C -0.405 0.406 2.780  -0.80
H 0.895 1.211 6.982  0.29
H -0.410 0.117 6.712  0.20
H -0.687 -1.644 5.495  0.43
H -1.639 -3.108 3.681  0.50
H -1.607 -2.321 1.323  0.56
H -0.154 1.427 2.496  0.99

Values from the calculation:
- HOMO energy (eV) = -15.065
- LUMO (eV) = -10.10
- net charge = +3

---

ORCA calculation (wB97M-V/def2-TZVPD) on a molecular structure, C23H44BiNP3Se in a non-equilibrium geometry.

Last column: Mulliken charge in e.
Element x y z (Å)
Bi -0.507 -0.079 -2.154  1.24
P -3.330 -0.147 -1.415  0.63
P 0.088 -2.576 -0.820  0.65
P -0.130 2.511 -0.994  0.72
H 4.776 -0.795 -1.784  0.31
C 4.416 0.137 -1.273  -0.70
C 4.032 0.155 0.005  -0.53
H 4.070 -0.748 0.620  0.34
C -4.384 -0.234 -2.916  -1.29
C -3.873 -1.590 -0.412  -1.10
C -3.994 1.299 -0.494  -1.06
C 1.880 -2.867 -0.640  -0.99
C -0.570 -3.064 0.814  -1.09
C -0.459 -3.941 -1.906  -1.39
C 1.643 2.946 -0.842  -1.00
C -0.797 2.988 0.645  -1.08
C -0.789 3.778 -2.140  -1.29
H 4.530 1.062 -1.892  0.33
H 3.822 1.091 0.530  0.32
H -5.459 -0.240 -2.684  0.46
H -4.159 -1.142 -3.490  0.41
H -4.184 0.618 -3.577  0.40
H -4.955 -1.778 -0.471  0.48
H -3.619 -1.456 0.648  0.32
H -3.361 -2.501 -0.754  0.25
H -5.090 1.371 -0.540  0.48
H -3.584 2.235 -0.899  0.27
H -3.708 1.252 0.565  0.27
H 2.150 -3.814 -1.128  0.47
H 2.137 -2.916 0.427  0.44
H 2.431 -2.037 -1.103  -0.02
H -0.583 -4.164 0.883  0.45
H -1.593 -2.679 0.933  0.19
H 0.070 -2.655 1.608  0.36
H 0.009 -4.877 -1.563  0.50
H -0.155 -3.724 -2.939  0.43
H -1.554 -4.037 -1.858  0.35
H 1.814 3.940 -1.281  0.48
H 2.259 2.199 -1.363  0.04
H 1.933 2.959 0.218  0.43
H -0.776 4.087 0.731  0.45
H -0.171 2.552 1.437  0.33
H -1.833 2.639 0.769  0.25
H -0.254 4.718 -1.940  0.48
H -1.868 3.921 -1.973  0.34
H -0.632 3.466 -3.186  0.37
C 0.973 0.487 -5.628  0.80
C 2.215 0.085 -5.086  -0.09
C 3.304 -0.141 -5.940  -0.67
C 3.186 0.074 -7.321  -0.43
C 1.944 0.443 -7.868  -0.64
C 0.848 0.649 -7.029  -0.44
Se -0.586 0.972 -4.653  -0.09
H -0.571 -1.173 -3.561  0.00
H 2.317 -0.004 -4.005  0.23
H 4.262 -0.462 -5.527  0.40
H 4.053 -0.024 -7.974  0.42
H 1.825 0.596 -8.944  0.40
H -0.101 0.996 -7.442  0.37
N 0.017 -0.104 2.365  0.26
C 0.019 -0.063 3.724  1.21
C 1.237 -0.211 4.436  -0.51
C 1.232 -0.161 5.829  -0.54
C 0.035 0.043 6.534  -0.61
C -1.171 0.185 5.827  -0.58
C -1.186 0.134 4.437  -0.38
H 0.849 -0.211 1.821  -0.11
H -0.853 0.003 1.838  -0.43
H 2.165 -0.371 3.880  0.31
H 2.170 -0.278 6.377  0.38
H 0.041 0.090 7.625  0.39
H -2.103 0.340 6.375  0.37
H -2.126 0.238 3.883  0.23

Values from the calculation:
- HOMO energy (alpha / beta) (eV) = -14.011 / -14.013
- LUMO (alpha / beta) (eV) = -11.98 / -11.32
- net charge = +3

---

ORCA calculation (wB97M-V/def2-TZVPD) on a molecular structure, C23H44Cl3ErN4O3SSi in a non-equilibrium geometry.

Last column: Mulliken charge in e.
Element x y z (Å)
C -2.143 -2.325 -5.023  -1.74
C -1.433 -2.591 -3.722  0.73
H -2.450 -3.288 -5.471  0.48
H -1.447 -1.845 -5.742  0.15
H -3.031 -1.678 -4.918  0.34
C -0.603 -3.638 -3.613  0.30
C -0.294 -4.666 -4.656  -1.54
H -0.039 -3.820 -2.698  0.37
H 0.265 -4.173 -5.474  0.28
H -1.132 -5.211 -5.143  0.33
H 0.376 -5.435 -4.228  0.36
Er 0.861 1.954 1.250  0.68
Cl -1.495 2.851 1.056  -0.57
Cl 1.967 3.624 -0.218  -0.62
H 1.899 6.286 4.007  0.30
H -1.376 6.597 3.737  0.34
C 1.540 5.924 3.029  -0.82
C -0.946 6.127 2.842  -0.87
N 0.213 5.315 3.209  0.24
H 2.248 5.205 2.595  0.30
C 0.024 4.031 3.521  -0.22
O 0.847 3.091 3.270  -0.48
H -1.708 5.527 2.344  0.31
H -0.960 3.846 3.967  0.54
H 1.396 6.789 2.346  0.29
H -0.607 6.914 2.161  0.31
H 2.419 -0.644 -2.209  -0.04
H 2.827 -3.042 -1.204  0.31
C 3.286 -0.371 -1.583  -0.63
C 3.544 -2.603 -0.502  -0.99
N 3.292 -1.171 -0.354  0.26
H 3.234 0.696 -1.343  0.28
C 2.921 -0.669 0.836  0.28
O 2.769 0.561 1.081  -0.68
H 3.422 -3.041 0.485  0.37
H 2.692 -1.446 1.597  0.24
H 4.192 -0.606 -2.165  0.32
H 4.562 -2.768 -0.877  0.33
O -0.910 -0.298 -2.976  -0.06
C -1.624 -1.520 -2.643  -0.37
C -0.045 -2.477 -0.868  0.34
C -1.325 -2.094 -1.260  1.12
H 0.784 -2.236 -1.544  -0.09
C 0.183 -3.204 0.305  -0.44
H -2.694 -1.283 -2.619  0.35
C -2.372 -2.309 -0.358  -0.56
H 1.204 -3.531 0.557  0.10
C -0.885 -3.538 1.133  -0.88
C -2.173 -3.061 0.807  -0.71
H -3.336 -1.865 -0.611  0.37
H -0.703 -4.157 2.022  0.36
H -3.008 -3.254 1.488  0.37
Si -1.076 0.967 -4.021  0.29
Cl 0.141 -0.105 0.492  0.32
C 0.779 1.366 -4.172  -0.59
C -1.864 2.029 -2.662  -0.78
C -2.094 0.968 -5.568  -1.11
H 1.413 0.820 -3.444  -0.21
H 0.942 2.445 -3.993  0.35
H 1.171 1.163 -5.185  0.32
H -1.589 0.270 -6.269  0.30
H -2.219 1.928 -6.105  0.41
H -3.116 0.632 -5.353  0.31
H -2.577 1.407 -2.109  0.24
H -2.393 2.973 -2.914  0.41
H -1.105 2.303 -1.924  0.04
C 1.069 1.040 5.879  -0.88
N 0.983 0.035 4.811  -0.13
C -0.210 -0.471 4.442  0.19
S -0.591 -0.928 2.877  -0.22
N -1.197 -0.598 5.395  -0.32
C -0.920 -1.555 6.482  -0.94
H 0.186 0.964 6.523  0.40
H 1.139 2.052 5.457  0.07
H 1.966 0.832 6.471  0.31
H 1.629 0.164 4.031  0.23
H -2.083 -0.819 4.943  0.34
H -1.729 -1.438 7.210  0.32
H -0.918 -2.600 6.132  0.28
H 0.034 -1.319 6.956  0.34

Values from the calculation:
- HOMO energy (alpha / beta) (eV) = -6.897 / -6.903
- 2S+1 = 4
- LUMO (alpha / beta) (eV) = 0.42 / 0.42
- ⟨S²⟩ = 3.75

---

ORCA calculation (wB97M-V/def2-TZVPD) on 3 unconnected molecules or ions with the total composition C23H44FN6O5S in a non-equilibrium geometry.

Last column: Mulliken charge in e.
Element x y z (Å)
C 1.172 -2.890 -0.618  -0.93
N -0.124 -2.681 -1.346  0.29
C -0.219 -2.600 -2.838  -0.37
C 1.131 -3.074 -3.584  -0.10
O 1.267 -2.782 -4.781  -0.45
C -1.268 -2.554 -0.666  0.51
N -2.521 -2.308 -1.367  -0.33
C -3.419 -2.227 -0.270  0.13
S -5.162 -1.870 -0.777  1.13
O -6.170 -2.317 0.229  -0.53
O -5.256 -0.371 -0.901  -0.46
F -5.499 -2.465 -2.312  -0.20
N -2.843 -2.437 1.014  -0.19
N -1.514 -2.616 0.742  0.02
H 1.098 -2.645 0.485  0.26
H 1.911 -2.148 -1.091  0.24
H 1.594 -3.934 -0.823  0.34
H -1.007 -3.379 -3.151  0.34
H -0.594 -1.600 -3.226  0.39
H 1.944 -3.701 -3.096  0.35
H -3.345 -2.443 1.908  0.28
H -0.839 -2.801 1.490  0.25
C 8.057 -3.608 -0.146  -1.61
C 6.695 -3.595 -0.877  1.61
C 6.903 -3.271 -2.371  -1.22
C 7.203 -1.802 -2.638  -0.50
C 6.127 -0.919 -2.019  -1.22
C 5.920 -1.186 -0.513  1.76
N 5.765 -2.641 -0.196  0.22
O 4.504 -2.998 -0.530  -0.45
C 7.107 -0.588 0.280  -1.84
C 4.707 -0.343 -0.037  -1.62
C 6.228 -5.070 -0.777  -1.76
H 7.934 -3.901 0.901  0.38
H 8.731 -4.335 -0.607  0.43
H 8.588 -2.662 -0.169  0.29
H 6.003 -3.545 -2.937  0.32
H 7.713 -3.882 -2.779  0.40
H 8.193 -1.540 -2.253  0.31
H 7.238 -1.629 -3.718  0.39
H 6.389 0.131 -2.181  0.36
H 5.187 -1.086 -2.559  0.31
H 7.127 -0.961 1.307  0.37
H 7.033 0.501 0.338  0.49
H 8.076 -0.779 -0.179  0.33
H 3.794 -0.568 -0.595  0.14
H 4.896 0.724 -0.182  0.45
H 4.512 -0.502 1.028  0.45
H 6.023 -5.351 0.261  0.45
H 6.999 -5.746 -1.153  0.42
H 5.330 -5.267 -1.367  0.30
C -7.046 5.623 2.344  -1.65
C -5.533 5.504 2.050  1.53
C -5.294 5.482 0.526  -1.29
C -5.653 4.153 -0.126  -0.55
C -4.929 3.008 0.573  -0.95
C -5.179 2.974 2.094  1.86
N -4.976 4.305 2.747  0.35
O -3.641 4.494 2.873  -0.54
C -6.613 2.458 2.365  -1.84
C -4.278 1.870 2.707  -1.78
C -4.963 6.839 2.595  -1.71
H -7.228 5.706 3.420  0.39
H -7.457 6.522 1.876  0.43
H -7.644 4.799 1.966  0.29
H -4.238 5.693 0.315  0.36
H -5.862 6.283 0.044  0.41
H -6.736 3.999 -0.107  0.28
H -5.365 4.175 -1.181  0.42
H -5.239 2.060 0.120  0.06
H -3.855 3.103 0.374  0.47
H -6.915 2.648 3.398  0.38
H -6.680 1.378 2.206  0.46
H -7.362 2.886 1.699  0.33
H -3.217 2.030 2.497  0.38
H -4.527 0.891 2.286  0.30
H -4.412 1.809 3.790  0.47
H -5.067 6.899 3.683  0.45
H -5.498 7.691 2.168  0.41
H -3.909 6.979 2.344  0.35

Values from the calculation:
- HOMO energy (alpha / beta) (eV) = -10.474 / -11.127
- 2S+1 = 3
- LUMO (alpha / beta) (eV) = -5.12 / -5.12
- net charge = +1
- ⟨S²⟩ = 2.01

---

ORCA calculation (wB97M-V/def2-TZVPD) on a molecular structure, C23H44GeN5O7P2Ti in a non-equilibrium geometry.

Last column: Mulliken charge in e.
Element x y z (Å)
Ti 0.224 0.382 -1.762  -2.18
C 1.959 -3.625 -1.503  -1.88
C 1.110 -2.396 -1.396  0.66
N 1.525 -1.210 -1.056  1.02
C 2.951 -0.927 -0.896  -0.58
C 3.298 0.187 -1.870  -1.36
N 2.284 1.255 -1.755  0.37
C 2.651 2.342 -0.824  -0.96
C 1.408 3.123 -0.471  -0.79
N 0.497 2.165 0.170  0.12
C -0.802 2.713 0.584  -1.14
C -1.882 2.393 -0.440  -0.96
N -1.693 1.005 -0.823  1.39
C -2.653 0.311 -1.345  0.62
C -4.015 0.814 -1.703  -1.78
C -2.252 -1.067 -1.601  0.08
C -3.061 -2.146 -1.870  -1.08
C -2.473 -3.396 -2.057  -1.49
C -1.099 -3.548 -1.940  -0.74
C -0.314 -2.450 -1.640  -0.15
N -0.900 -1.229 -1.507  0.91
H 2.713 -3.660 -0.719  0.46
H 2.465 -3.647 -2.471  0.29
H 1.358 -4.527 -1.417  0.57
H 3.582 -1.793 -1.079  0.81
H 3.127 -0.597 0.131  -0.20
H 3.266 -0.198 -2.887  0.35
H 4.300 0.571 -1.676  0.53
H 2.230 1.729 -2.669  0.27
H 3.401 2.988 -1.278  0.40
H 3.081 1.901 0.080  0.47
H 0.948 3.527 -1.371  0.42
H 1.657 3.961 0.186  0.54
H 0.983 1.833 0.993  0.09
H -0.748 3.789 0.763  0.50
H -1.075 2.236 1.522  -0.06
H -1.800 3.029 -1.321  0.21
H -2.866 2.552 0.005  0.69
H -4.622 1.024 -0.818  0.32
H -4.547 0.100 -2.325  0.57
H -3.910 1.747 -2.260  0.34
H -4.133 -2.029 -1.935  0.54
H -3.093 -4.251 -2.288  0.46
H -0.646 -4.518 -2.091  0.47
O -1.586 -0.210 -4.231  -0.28
P -0.057 -0.252 -4.736  0.89
O 0.114 -1.206 -5.820  -0.82
O 0.766 -0.387 -3.424  -0.06
O 0.178 1.295 -5.171  -0.30
P 0.289 2.470 -4.067  0.69
O -0.745 3.559 -4.553  -0.47
O 1.678 2.950 -3.948  -0.78
O -0.336 1.917 -2.757  0.14
H -2.165 -0.401 -4.977  0.29
H -0.409 4.095 -5.278  0.35
C 2.546 -0.454 5.053  -1.12
C 2.931 -1.205 3.780  -0.81
C 1.742 -1.471 2.853  -0.77
C 1.199 -0.198 2.199  -1.38
Ge -0.277 -0.688 0.988  3.08
C -2.067 -0.673 1.815  -1.02
C -2.339 0.196 3.049  -0.44
C -1.736 -0.361 4.338  0.18
C -2.217 0.385 5.577  -1.48
H 3.415 -0.288 5.690  0.44
H 1.813 -1.023 5.630  0.26
H 2.112 0.524 4.832  0.23
H 3.382 -2.163 4.050  0.44
H 3.694 -0.642 3.233  0.28
H 0.944 -1.957 3.427  0.47
H 2.034 -2.183 2.075  0.26
H 1.998 0.315 1.653  0.39
H 0.818 0.502 2.946  0.98
H -0.092 -2.220 0.827  -0.51
H -2.197 -1.728 2.070  0.69
H -2.780 -0.457 1.018  0.17
H -3.422 0.274 3.193  0.52
H -1.987 1.221 2.903  0.10
H -0.645 -0.320 4.293  -0.17
H -2.002 -1.421 4.419  0.33
H -1.993 1.453 5.505  0.32
H -1.742 0.007 6.483  0.41
H -3.297 0.280 5.698  0.35

Values from the calculation:
- HOMO energy (alpha / beta) (eV) = -9.920 / -9.919
- LUMO (alpha / beta) (eV) = -3.44 / -3.44
- net charge = +1

---

no.,E (eV)
1,-62037.4002
2,-60508.7691
3,-125077.2490
4,-120575.3409
5,-57280.0052
6,-144562.6240